Entry 1:
C6H11N | ωB97M-V/def2-TZVPD

Positions of all 18 atoms, in Å:
C  -1.17  0.10  1.48
C  -1.44  -0.97  0.76
N  -2.74  -1.40  0.65
C  0.25  0.71  1.32
C  1.00  0.16  0.18
C  1.37  0.81  -0.91
C  1.87  0.33  -2.27
H  -1.62  0.24  2.42
H  -0.79  -1.26  -0.16
H  -3.42  -0.78  1.16
H  -2.58  -2.39  0.89
H  0.97  0.88  2.15
H  -0.18  1.78  1.12
H  1.15  -0.87  0.04
H  1.28  1.92  -0.85
H  3.00  0.32  -2.39
H  1.51  -0.70  -2.58
H  1.55  1.11  -3.02

As for the SMILES: C/C=C/C/C=C/N. As for the HOMO-LUMO gap: 9.40 eV. Its relative energy (zero: lowest compared OMol25 entry of this formula, charge and spin) is 3.0686 eV.

---

Entry 2:
C6H11N | ωB97M-V/def2-TZVPD

Positions of all 18 atoms, in Å:
C  -0.45  -1.82  0.59
C  -0.81  -0.50  -0.13
C  0.08  0.18  -1.20
C  1.40  0.41  -0.48
C  0.83  0.96  0.84
C  -0.66  0.92  0.51
H  -1.22  -2.13  1.33
H  -0.55  -2.63  -0.15
H  0.51  -1.80  1.07
H  -1.82  -0.53  -0.48
H  0.16  -0.09  -2.24
H  2.00  -0.56  -0.42
H  2.00  1.13  -0.97
H  0.99  0.32  1.70
H  1.12  1.99  1.00
H  -1.37  1.31  1.22
H  -1.55  1.36  -1.30
N  -0.65  1.49  -0.89

As for the HOMO-LUMO gap: 10.10 eV. Its relative energy (zero: lowest compared OMol25 entry of this formula, charge and spin) is 1.4037 eV.

---

Entry 3:
C6H11N | ωB97M-V/def2-TZVPD

Positions of all 18 atoms, in Å:
C  -1.73  0.60  -0.22
C  -1.48  -0.87  0.08
C  -0.02  -1.17  -0.26
C  0.81  -0.09  0.42
C  2.25  0.07  -0.08
C  0.10  1.23  0.25
N  0.24  2.45  0.33
H  -2.59  1.01  0.31
H  -0.98  1.84  0.18
H  -1.84  0.79  -1.30
H  -1.66  -1.07  1.15
H  -2.16  -1.52  -0.48
H  0.28  -2.17  0.07
H  0.13  -1.13  -1.34
H  0.83  -0.29  1.50
H  2.83  -0.83  0.15
H  2.26  0.23  -1.16
H  2.72  0.93  0.40

As for the HOMO-LUMO gap: 8.87 eV. Its relative energy (zero: lowest compared OMol25 entry of this formula, charge and spin) is 4.1626 eV.

---

Entry 4:
C6H11N | ωB97M-V/def2-TZVPD

Positions of all 18 atoms, in Å:
C  -2.39  0.06  -0.94
C  -1.41  -0.23  0.17
C  0.01  -0.39  -0.37
C  1.05  -0.07  0.68
C  2.47  -0.20  0.13
C  0.84  1.28  1.20
N  0.76  2.36  1.61
H  -3.39  0.17  -0.50
H  -2.10  0.99  -1.46
H  -2.35  -0.79  -1.64
H  -1.53  0.58  0.89
H  -1.73  -1.14  0.69
H  0.18  -1.42  -0.72
H  0.22  0.26  -1.23
H  0.88  -0.75  1.53
H  2.65  -1.23  -0.20
H  2.64  0.46  -0.73
H  3.19  0.05  0.90

As for the SMILES: CCC[C@@H](C)C#N. As for the HOMO-LUMO gap: 12.30 eV. Its relative energy (zero: lowest compared OMol25 entry of this formula, charge and spin) is 0.2005 eV.

---

LUMO level (computed, eV): 1.1; 1.1; 1.0; 0.9
HOMO (computed, eV): -8.272; -8.998; -7.871; -11.365
E_tot (computed, eV): -7887.463; -7889.128; -7886.369; -7890.331